No. 1
Molecular formula: C24H31BrN4NiOS2
Method: DFT, ωB97M-V/def2-TZVPD

```
64
Properties=species:S:1:pos:R:3:forces:R:3:nbo_charge:R:1
H -2.122151 -2.279882 -0.176055 0.0 -0.1 0.0 0.22
N 0.264893 3.821798 0.919258 -0.1 -0.1 -0.4 -0.90
S 0.102025 -1.569740 1.579876 0.0 -0.3 0.0 1.27
C -0.098989 -0.205453 -4.597607 0.0 0.0 -0.1 -0.20
N 2.077288 1.422170 1.170446 -0.2 0.0 0.1 -0.59
H -0.421183 5.829752 0.983752 0.0 0.0 0.0 0.22
C 4.763386 0.865478 1.637730 0.0 0.0 0.0 -0.10
H -1.974953 2.803953 -0.281291 -0.1 0.0 -0.1 0.18
S -0.291501 2.490651 -3.806788 0.1 0.0 0.1 0.53
H -1.529630 0.999765 2.724401 0.0 -0.1 0.0 0.40
C 2.986034 1.479060 0.179291 0.0 -0.1 0.0 0.04
H 0.157024 -2.288449 -4.957346 0.0 0.0 0.0 0.24
H -2.127482 -1.865773 2.357002 0.0 0.0 0.0 0.25
H -1.250446 2.587887 2.831462 0.0 0.0 0.1 0.38
H -0.709426 -7.406023 -1.114558 0.0 0.0 0.0 0.24
H 1.164966 4.065128 0.514416 0.0 0.1 0.0 0.40
H -2.788465 5.347254 0.671815 0.0 0.1 0.1 0.25
C 0.214508 -1.494546 -4.224474 0.0 0.0 0.0 -0.18
C 0.705109 -0.795481 -1.959313 0.0 0.0 0.1 -0.23
O -0.428978 -0.348471 0.835365 -0.3 0.3 -0.1 -1.08
Ni 0.027371 1.655462 0.629559 0.2 0.1 0.4 1.49
H -1.982519 -6.595676 -2.040987 0.0 0.0 0.0 0.23
H -0.723751 5.001468 -0.529123 0.0 0.0 0.0 0.19
H -2.548727 -4.342934 -1.465503 0.0 0.0 0.0 0.23
C -0.206225 -2.963921 0.522894 0.1 0.1 0.2 -0.33
H 5.805569 0.641824 1.823606 0.0 0.0 0.0 0.25
C -0.021657 0.788998 -3.625458 0.0 0.1 0.2 -0.24
C -2.140385 4.540941 1.011879 0.1 -0.2 -0.1 -0.43
Br 1.297088 1.143797 3.825173 0.0 0.0 0.0 0.10
C 2.525825 1.112625 2.387288 0.0 0.1 -0.1 0.16
C -0.726261 4.876532 0.551435 -0.1 0.0 0.2 -0.21
C -1.620465 -4.235050 -0.916596 0.0 0.0 0.0 -0.21
C -2.663871 3.192145 0.481482 0.1 0.0 0.2 -0.41
N -1.479070 1.848839 2.175672 0.0 0.1 -0.3 -0.91
C 0.332359 0.505165 -2.299932 0.1 0.0 -0.2 0.16
H 2.609710 1.742823 -0.798384 0.0 0.0 0.0 0.23
C 0.633824 -1.780690 -2.918584 0.0 0.0 0.1 -0.18
H 0.411224 3.872823 1.923243 0.1 0.0 0.1 0.39
H 1.694172 -3.840843 1.025822 0.0 0.0 0.0 0.23
H 4.143685 0.594276 3.687901 0.0 0.0 0.0 0.26
H -3.626504 3.315237 -0.012464 0.0 0.0 0.0 0.25
C 0.762349 -3.958005 0.482729 0.1 0.0 0.0 -0.19
H -1.045654 -1.196666 3.636410 0.0 0.0 -0.1 0.24
H -3.188442 1.211409 1.128064 0.1 -0.1 0.1 0.22
H 5.008261 1.264207 -0.467337 0.0 0.0 0.0 0.25
C 0.053303 2.703633 -2.155672 0.0 0.0 -0.2 -0.12
C -1.144832 -1.920491 2.825992 0.1 0.1 0.0 -0.81
C 0.517034 -5.105917 -0.253338 0.0 0.0 -0.1 -0.21
H -0.311320 -6.580063 -2.609413 0.0 0.0 0.0 0.24
C 3.845994 0.826254 2.675474 0.1 0.0 0.0 -0.26
C -0.681006 -5.268417 -0.950512 0.0 0.0 0.0 0.04
H 0.914312 -2.793692 -2.657343 0.0 0.0 0.0 0.23
C -1.392995 -3.082756 -0.184570 -0.1 0.0 0.0 -0.14
H -3.513270 2.462712 2.326998 0.0 0.0 0.0 0.21
H 0.033481 3.691926 -1.722755 0.0 -0.1 0.0 0.22
C -0.944571 -6.531373 -1.721015 0.1 0.0 0.0 -0.64
N 0.333211 1.631619 -1.464180 -0.2 -0.1 0.2 -0.63
H -0.959868 -2.923922 3.209996 0.0 0.0 0.0 0.27
H 1.262222 -5.891717 -0.286665 0.0 0.0 0.0 0.24
H -0.380918 0.033891 -5.614529 0.0 0.0 0.0 0.25
C -2.805283 2.133510 1.564662 0.0 0.1 -0.1 -0.23
H -2.177680 4.562832 2.106868 -0.1 0.0 0.0 0.20
H 1.057586 -1.009927 -0.964374 0.0 0.0 0.0 0.22
C 4.324666 1.208034 0.368204 0.0 0.0 0.0 -0.22
```
Forces are in eV/Å.

As for the max |F|: 0.4 eV Å⁻¹. The HOMO-LUMO gap (alpha / beta) comes out at 8.87 / 8.24 eV. The expectation value of S² is 2.00. As for the molar mass: 594.27 g mol⁻¹. Its multiplicity is 3. The highest occupied orbital energy (alpha / beta) is -14.1 / -14.1 eV. The value obtained for the LUMO energy (alpha / beta) is -5.23 / -5.85 eV. Its total charge is +2.

No. 2
Molecular formula: C24H31Cl3N6O3P2S2Tl
Method: DFT, ωB97M-V/def2-TZVPD

```
72
Properties=species:S:1:pos:R:3:forces:R:3:mulliken_charge:R:1
C 5.348612 -2.826918 -2.550047 -0.1 0.0 -0.1 -0.85
H 2.505464 2.139608 -1.987404 0.0 0.0 0.0 0.18
Cl -0.296884 -2.353363 5.555826 0.0 0.0 0.0 -0.24
H 3.627022 -4.137673 1.532269 0.0 0.0 0.0 0.44
C -0.588385 -0.356432 3.750163 0.0 0.0 0.1 -0.14
H -0.394463 -0.052300 7.182237 0.0 0.0 0.0 0.41
H 5.895459 -3.747192 -2.741374 0.0 0.0 0.0 0.33
H -6.755554 1.980083 -2.574106 0.0 0.0 0.0 0.33
H 6.423524 1.019528 1.355664 0.0 0.0 0.0 0.31
H 0.689918 -2.411695 -4.010299 0.0 0.0 0.0 0.44
N 3.631556 -2.236477 0.559318 0.0 0.1 0.0 -0.30
H -5.007907 3.694548 -2.050801 0.0 0.0 0.0 0.33
H -4.826106 -2.188283 -2.558770 0.0 0.0 0.0 0.31
H -4.290815 1.874800 0.287290 0.0 0.0 0.1 0.18
P 4.010342 -0.169710 -1.304154 -0.1 -0.1 0.1 -0.42
Cl -0.670341 2.797487 7.114806 0.0 0.0 0.0 -0.28
H -4.592161 -3.430402 -1.310299 0.0 0.0 0.0 0.41
H 4.262194 2.226468 2.935503 0.0 0.0 0.0 0.46
N 4.782378 -2.874715 -1.218139 0.0 0.1 -0.1 0.25
C -4.425988 2.851949 -0.173099 0.1 0.0 -0.1 -1.25
H 0.785375 2.215146 -2.418085 0.0 0.0 0.0 0.18
H 5.983244 2.658952 0.845825 0.0 0.0 0.0 0.38
H -0.960861 3.038788 4.266721 0.0 0.0 0.0 0.42
C -4.798770 -2.371257 -1.485179 0.0 0.1 0.0 -1.54
H 2.026961 2.396407 -3.678567 0.0 0.0 0.0 0.31
C -0.786867 1.040103 3.527231 0.0 -0.1 0.0 0.37
H 0.126616 0.247228 -4.335469 -0.1 0.1 0.1 0.48
C -0.501469 0.260942 6.152694 0.0 0.0 0.0 -0.78
C 0.888506 -0.235672 -3.746794 -0.1 -0.1 -0.1 -0.09
Tl 0.080929 -0.906745 0.317677 -0.1 -0.2 0.0 0.85
C -6.409813 2.149603 -1.553372 0.1 0.0 -0.1 -1.28
C 2.509938 -0.470808 -2.285760 -0.1 -0.2 -0.1 0.01
H -6.416104 1.196219 -1.021732 0.0 0.0 0.0 0.16
H -7.090418 2.844684 -1.056419 0.0 0.0 0.0 0.44
H -5.126698 3.432888 0.432005 0.0 0.0 0.0 0.49
H -2.752857 -1.765426 -1.305923 0.0 0.0 -0.1 0.23
O -4.005103 -0.128781 -1.099518 -0.1 0.0 -0.2 -0.08
C 2.449502 1.308001 2.011708 -0.1 0.1 0.0 -0.09
N 4.378598 1.331452 0.991530 0.0 0.0 -0.1 0.24
C 3.453779 0.688363 0.211818 0.1 0.0 0.1 -0.16
H 5.990492 1.334842 -0.329614 0.0 0.0 0.0 0.38
N 2.274885 0.687286 0.808590 0.2 -0.1 -0.2 0.39
H -5.770910 -2.120735 -1.051874 0.0 0.0 0.0 0.30
H 6.028962 -1.980307 -2.637343 0.0 0.0 0.0 0.29
C 1.770661 1.888119 -2.748843 0.0 0.1 -0.1 -0.65
S -2.992237 -0.298777 -3.894273 0.1 0.1 0.1 -0.57
C -0.478880 -0.675091 5.138541 0.0 0.1 0.0 0.33
N 2.190348 -1.699274 -2.657329 0.1 0.0 0.0 -0.26
H 5.043605 -4.938485 -0.703334 0.0 0.1 0.0 0.40
P -3.178291 0.715276 -2.222821 -0.1 -0.1 0.0 0.48
C 4.140860 -1.849238 -0.590853 -0.1 0.0 0.1 0.32
H -3.467944 -2.756482 0.887265 0.0 0.0 0.0 0.39
C 4.637525 -3.979768 -0.424443 0.0 0.0 0.0 0.00
H -2.810987 -1.120961 1.076746 0.0 0.0 0.0 0.18
C -4.995153 2.709954 -1.577871 -0.1 -0.1 0.1 0.56
C 3.744167 1.715201 2.140970 0.0 0.0 0.0 -0.99
H -4.561641 -1.377138 1.123068 0.0 0.0 0.0 0.33
C -3.630935 -1.702504 0.652628 0.0 0.0 -0.1 -1.35
H 1.638194 1.431999 2.711643 0.0 0.0 0.0 0.19
O -4.228573 1.900625 -2.492390 0.1 0.1 0.1 -0.49
S -1.528251 1.433637 -1.364884 0.1 0.0 -0.1 -0.30
N 1.759919 0.451320 -2.949358 0.0 0.1 0.2 0.44
C 5.773635 1.599665 0.700146 0.1 0.0 0.1 -1.00
H 4.551054 -2.719826 -3.286200 0.0 0.0 0.0 0.28
O -0.518414 -1.226114 2.826756 0.0 0.2 -0.2 -0.82
C -0.815692 1.997757 4.522449 0.0 0.0 0.0 -0.68
C -3.716315 -1.514078 -0.852390 0.0 -0.1 0.2 0.62
C 1.175946 -1.558341 -3.566060 0.1 0.0 0.1 -1.03
C -0.661980 1.601466 5.839299 0.0 0.0 0.0 0.41
H -3.460804 3.352940 -0.185772 0.0 0.0 0.0 0.27
Cl -0.998814 1.532871 1.871580 -0.2 0.2 0.1 0.01
C 3.933216 -3.565237 0.670997 0.0 0.1 0.0 -0.89
```
Forces are in eV/Å.

As for the max |F|: 0.3 eV Å⁻¹. The HOMO-LUMO gap comes out at 6.91 eV. As for the molar mass: 888.38 g mol⁻¹. The highest occupied orbital energy is -4.7 eV. The value obtained for the LUMO energy is 2.21 eV. Its total charge is -1.

No. 3
Molecular formula: C24H31F24N4O8P2S2
Method: DFT, ωB97M-V/def2-TZVPD

```
95
Properties=species:S:1:pos:R:3:forces:R:3:mulliken_charge:R:1
C 0.743874 6.085251 1.897478 0.0 0.1 0.6 0.72
F -0.551590 -3.512281 1.745416 -0.1 0.0 0.1 -0.26
H 6.987987 0.667556 -5.294418 0.0 0.2 0.0 0.46
H 4.970005 2.225444 -4.472931 -0.1 0.0 -0.3 0.48
C 1.483485 0.799017 -3.004971 -0.3 -2.9 -0.3 -0.86
C -7.210914 -1.413394 0.004293 -0.1 0.2 0.0 0.20
C -7.140474 -5.191091 1.186389 -0.1 0.5 0.2 0.88
C 5.781630 0.390047 -3.510507 -0.3 -0.1 0.4 0.74
H 4.866255 0.693920 -6.314892 0.0 -0.1 0.0 0.30
H -1.267912 -0.277397 -3.731737 -0.2 0.1 0.0 0.31
O -0.304898 -3.617706 3.991946 -0.6 0.1 -0.2 -0.38
F -8.311387 -2.137068 0.264957 0.0 -0.1 -0.1 -0.22
F 4.346929 9.217332 3.568429 0.0 -0.1 0.0 -0.26
C 3.208795 1.815854 -1.593760 0.2 0.0 0.2 -1.67
O -0.099250 1.587423 -5.237209 0.8 -0.5 0.1 -0.48
H -1.371754 0.410091 -2.243113 -0.4 0.2 0.0 0.27
C 5.015026 1.769803 -3.490321 0.7 -0.1 0.3 -1.33
H 2.967068 0.876242 -4.663929 -0.4 -0.2 0.0 0.48
N 5.169787 -0.173107 -5.889728 0.0 0.4 0.5 -0.55
N 1.273765 -0.716341 -3.118991 -0.2 0.5 -1.8 -0.35
P -0.123280 1.714971 -3.618538 -0.8 1.3 0.8 0.53
H 5.098140 -0.387642 -3.163298 -0.2 -0.1 -0.1 0.24
F 0.469235 -1.927611 2.815154 0.1 0.0 0.0 -0.33
C 3.308126 7.135489 3.844606 0.0 -0.3 -0.4 0.91
H 6.665292 -0.127566 -1.852576 0.2 0.1 -0.1 0.38
O 1.057700 3.716730 -1.080347 0.3 0.0 -0.5 -0.72
S 2.246638 -0.349996 -0.490693 0.6 -0.3 1.0 1.61
C 1.387542 6.164547 0.512330 0.2 0.0 -0.3 1.05
F -2.641046 -5.255758 2.026183 0.0 0.2 0.0 -0.15
F 0.239210 7.265148 2.299748 0.1 -0.1 -0.1 -0.30
S 0.809749 -1.955265 -5.564888 0.1 -0.3 -0.3 -0.23
H 1.223192 -2.179165 0.395685 0.2 0.0 0.2 0.46
H 5.602861 2.416330 -2.851296 0.0 0.2 0.1 0.44
F -2.898582 -2.751848 3.260299 0.0 -0.1 -0.1 -0.18
H 0.712570 1.199898 -5.593457 -0.4 0.0 -0.3 0.34
C 6.234166 -0.007972 -4.902663 0.0 -0.3 -0.5 -1.20
F -0.301820 5.224505 1.780833 0.0 0.0 0.0 -0.30
H -7.047769 -0.701934 0.817090 0.0 0.0 0.0 0.24
F 3.964694 7.015322 5.032578 -0.1 0.1 0.1 -0.33
H 6.719069 -0.973053 -4.799071 0.2 -0.1 0.1 0.37
O 6.859004 0.441033 -2.608909 0.0 0.0 0.0 -0.60
O 2.578848 0.226106 0.777859 -0.3 0.5 0.5 -0.71
F -8.239338 -4.680418 -0.868959 0.1 0.1 0.1 -0.23
O 3.331062 -1.049086 -1.116584 -0.1 -0.3 -0.9 -0.67
H -5.189097 -4.764711 1.826480 -0.1 0.0 0.1 0.06
C 0.851707 -1.381519 -0.237496 -0.1 -0.4 -0.4 -1.21
C -2.324463 -6.285176 2.845482 -0.1 -0.4 -0.1 0.07
C -7.909233 -5.691507 -0.040102 -0.1 -0.3 -0.1 0.10
F -9.052184 -6.279463 0.376462 0.1 0.0 0.0 -0.26
C 3.681593 1.550304 -2.939197 -0.1 -0.1 -1.1 0.27
H 1.633485 5.166924 0.152077 -0.1 0.1 0.1 -0.32
F -1.333613 -6.916871 4.820183 0.1 -0.1 -0.1 -0.32
H 1.233443 6.797288 4.455894 0.0 0.2 -0.2 0.32
H 0.531335 -1.829303 -1.166044 -0.2 0.1 -0.2 0.37
C -0.281392 -5.043050 3.939747 0.5 -0.1 0.0 -0.74
C -1.820626 -1.979547 3.075233 -0.1 0.1 0.1 0.17
F -7.933324 -4.403065 1.942181 0.0 0.0 -0.1 -0.28
F -7.402508 -0.736803 -1.152802 0.0 0.0 0.0 -0.27
H 0.057847 -0.878505 0.300626 -0.1 0.3 0.0 0.35
H 3.912980 1.486806 -0.835296 0.1 0.0 0.1 0.43
N 2.746047 1.052950 -3.686492 0.3 0.9 0.3 0.49
F -1.997129 -1.256841 1.934257 0.0 0.0 0.0 -0.22
C -5.983748 -2.318171 -0.154845 0.4 -0.5 0.1 0.81
F -3.470603 -6.906749 3.192157 0.0 0.1 0.0 -0.29
H 2.578803 9.082842 4.476670 0.0 0.0 0.0 0.29
P 0.757216 2.345026 -0.629873 -0.4 0.8 0.3 0.48
H 4.391646 -0.705025 -5.517987 0.0 -0.1 -0.2 0.22
H -0.598856 2.016795 -0.791092 0.1 -0.5 0.1 0.07
F 2.513454 6.912004 0.537388 0.0 0.1 0.2 -0.24
H 3.151699 2.907670 -1.525741 -0.3 0.1 0.2 0.51
H -5.261410 -4.905405 0.097688 -0.2 0.0 -0.2 0.38
F -4.915433 -1.490889 -0.305797 0.0 0.1 -0.1 -0.31
H -1.713479 -1.298722 3.922031 0.1 0.0 0.0 0.23
C 2.048846 6.260156 3.972239 -0.4 -0.3 0.4 -0.76
H 2.339739 5.472352 4.664643 0.1 0.0 0.0 0.39
F -2.457758 -5.045699 4.855040 0.0 0.0 -0.1 -0.26
H 0.282518 -5.410375 3.082668 -0.2 0.1 -0.2 0.33
O -5.746316 -3.072301 0.965410 -0.7 0.1 -0.2 -0.40
H 0.300284 -5.314915 4.818082 -0.1 0.0 0.1 0.41
C -0.549526 -2.820107 2.910185 0.3 -0.5 0.2 0.85
C -5.787843 -4.494147 0.959098 0.6 -0.1 0.1 -0.38
H -1.698871 -6.994791 2.296988 0.1 0.0 0.0 0.26
O 1.598891 5.542270 2.829311 0.3 0.4 -0.4 -0.35
F 4.117837 6.627194 2.889081 -0.1 0.1 0.0 -0.27
N -1.347523 0.612817 -3.238034 0.9 -0.5 -0.2 -0.54
F 0.522466 6.742387 -0.351916 -0.1 0.0 0.1 -0.29
C 1.833815 1.098808 -1.522390 -0.1 0.6 0.1 0.81
F -6.864666 -6.306905 1.919053 0.1 -0.1 -0.1 -0.32
H 1.045393 2.180145 0.729480 -0.1 -0.5 0.0 0.13
C -1.616263 -5.791973 4.110314 -0.1 0.5 0.2 0.89
H -7.318354 -6.429548 -0.590505 0.0 0.0 0.0 0.28
F 2.472588 8.914374 2.491039 -0.1 -0.2 -0.1 -0.22
C 1.087767 -1.263934 -4.210080 0.2 1.0 1.7 0.35
C 3.124957 8.642395 3.637721 0.1 0.2 0.1 0.07
F -6.053826 -3.067848 -1.272701 -0.1 0.1 0.1 -0.30
```
Forces are in eV/Å.

As for the max |F|: 3.0 eV Å⁻¹. The HOMO-LUMO gap comes out at 8.11 eV. As for the molar mass: 1085.57 g mol⁻¹. The highest occupied orbital energy is -12.3 eV. The value obtained for the LUMO energy is -4.21 eV. Its total charge is +1.